Record 1
{"formula": "C23H42Cl2N2O6PSr", "method": "ωB97M-V/def2-TZVPD", "e_lumo_ev": 2.08, "e_above_lowest_ev": 0.000, "homo_lumo_gap_ev": 3.04, "largest_force_ha_per_bohr": 0.0744, "total_charge": -1, "e_tot_ha": -2755.1066, "species": ["Sr", "Cl", "Cl", "P", "O", "O", "O", "O", "O", "O", "N", "N", "C", "C", "C", "C", "C", "C", "C", "C", "C", "C", "C", "C", "C", "C", "C", "C", "C", "C", "C", "C", "C", "C", "C", "H", "H", "H", "H", "H", "H", "H", "H", "H", "H", "H", "H", "H", "H", "H", "H", "H", "H", "H", "H", "H", "H", "H", "H", "H", "H", "H", "H", "H", "H", "H", "H", "H", "H", "H", "H", "H", "H", "H", "H", "H", "H"], "xyz": [[0.112, -0.077, -0.860], [1.128, 2.390, 0.148], [-1.635, -0.889, -2.843], [0.063, 0.016, 3.313], [2.261, -1.482, -0.342], [-0.806, -0.692, 4.465], [1.250, -1.099, 3.077], [-0.890, -1.998, 0.516], [0.786, 1.268, 4.075], [0.212, 0.687, -4.405], [3.558, 0.243, -1.100], [-1.397, -4.174, -0.114], [-0.052, 3.540, 4.391], [-2.207, -4.596, 1.019], [0.970, 2.670, 3.701], [0.873, 2.502, -6.478], [0.993, 3.614, -7.326], [-1.189, 1.857, -7.591], [1.002, -2.516, 3.178], [2.096, -3.239, 2.453], [0.625, -0.824, 6.523], [0.014, 3.846, -8.309], [-0.506, 0.706, -5.413], [4.576, 1.229, -0.772], [-2.922, 2.132, -0.639], [-0.259, 1.673, -6.549], [-0.885, -2.959, -0.290], [3.177, -0.635, -0.177], [-1.152, -5.163, -1.142], [-3.084, 0.731, 1.557], [-4.352, 1.159, 2.321], [-0.719, -0.531, 5.937], [-2.694, 1.079, 0.356], [-1.070, 2.958, -8.454], [2.945, 0.329, -2.425], [0.535, -0.685, 7.598], [1.654, 2.294, -5.732], [1.394, -0.133, 6.181], [-2.062, 2.831, -0.577], [3.726, 0.348, -3.194], [0.350, 4.552, 4.478], [-5.061, 0.331, 2.478], [-1.813, 3.126, -9.236], [4.964, 0.998, 0.222], [5.390, 1.183, -1.498], [0.024, -2.736, 2.748], [1.847, 4.290, -7.219], [0.097, 4.715, -8.964], [2.375, 1.263, -2.527], [-3.180, -4.956, 0.665], [-2.472, 0.043, 2.170], [-2.938, 1.734, -1.663], [2.139, -2.935, 1.406], [0.915, -1.855, 6.343], [-0.419, -2.826, -1.276], [-2.092, -5.496, -1.586], [-2.007, 1.137, -7.703], [-0.622, -6.020, -0.721], [-1.338, -0.016, -5.616], [3.060, -3.045, 2.921], [-4.081, 1.512, 3.327], [-0.972, 3.596, 3.798], [1.985, 2.936, 4.008], [3.697, -0.540, 0.792], [-0.282, 3.174, 5.400], [-1.501, -1.198, 6.326], [0.985, -2.764, 4.239], [0.924, 2.744, 2.613], [-4.899, 1.974, 1.820], [-3.847, 2.710, -0.441], [-2.366, -3.796, 1.742], [1.908, -4.313, 2.531], [-1.731, -5.449, 1.517], [4.155, 2.238, -0.769], [2.290, -0.528, -2.624], [-1.017, 0.506, 6.138], [-0.538, -4.699, -1.913]]}

---

Record 2
{"formula": "C9H14O", "method": "ωB97M-V/def2-TZVPD", "e_lumo_ev": [3.96, 3.75], "e_above_lowest_ev": 1.763, "homo_lumo_gap_ev": [2.88, 7.06], "s_squared": 0.760, "multiplicity": 2, "largest_force_ha_per_bohr": 0.0789, "total_charge": -1, "e_tot_ha": -426.4595, "species": ["O", "C", "C", "C", "C", "C", "C", "C", "C", "C", "H", "H", "H", "H", "H", "H", "H", "H", "H", "H", "H", "H", "H", "H"], "xyz": [[0.518, 2.803, -0.374], [-2.450, -1.601, 1.075], [-0.420, 1.922, 0.148], [-2.169, 0.521, -0.293], [2.506, -1.559, -1.572], [0.066, 1.170, 1.286], [-1.740, -0.346, 0.766], [-1.462, 1.636, -0.733], [-0.704, 0.099, 1.692], [2.386, -0.249, -0.750], [3.123, 0.407, -0.988], [-2.754, -1.682, 2.093], [-3.375, -1.778, 0.523], [2.022, -1.410, -2.591], [1.190, 3.263, 0.256], [-1.778, -2.409, 0.802], [2.543, -0.329, 0.360], [-3.113, 0.267, -0.840], [-1.563, 2.277, -1.621], [3.467, -1.891, -1.695], [0.747, 1.604, 1.925], [-0.544, -0.471, 2.621], [2.053, -2.497, -1.039], [1.453, 0.254, -1.053]]}

---

Record 3
{"formula": "H6O3", "method": "ωB97M-V/def2-TZVPD", "e_lumo_ev": 0.65, "e_above_lowest_ev": 0.451, "homo_lumo_gap_ev": 11.31, "smiles": "O.O.O", "largest_force_ha_per_bohr": 0.0385, "total_charge": 0, "e_tot_ha": -229.3085, "species": ["O", "O", "O", "H", "H", "H", "H", "H", "H"], "xyz": [[24.194, 2.903, -17.838], [24.290, 5.342, -16.025], [23.331, 0.934, -16.283], [23.199, 0.051, -16.646], [24.201, 3.654, -17.236], [24.355, 3.296, -18.675], [23.810, 4.740, -15.489], [24.556, 5.930, -15.351], [23.718, 1.444, -16.994]]}

---

Record 4
{"formula": "C22H47BBr2N6O3P2", "method": "ωB97M-V/def2-TZVPD", "e_lumo_ev": -0.74, "homo_lumo_gap_ev": 7.15, "smiles": "C/C(Br)=C(\\Br)BCOc1ccccc1.CN(C)P(=O)(N(C)C)N(C)C.CN(C)P(=O)(N(C)C)N(C)C", "largest_force_ha_per_bohr": 0.1554, "total_charge": 0, "e_tot_ha": -7276.0062, "species": ["Br", "Br", "P", "P", "O", "O", "O", "N", "N", "N", "N", "N", "N", "C", "C", "C", "C", "C", "C", "C", "C", "C", "C", "C", "C", "C", "C", "C", "C", "C", "C", "C", "C", "C", "C", "B", "H", "H", "H", "H", "H", "H", "H", "H", "H", "H", "H", "H", "H", "H", "H", "H", "H", "H", "H", "H", "H", "H", "H", "H", "H", "H", "H", "H", "H", "H", "H", "H", "H", "H", "H", "H", "H", "H", "H", "H", "H", "H", "H", "H", "H", "H", "H"], "xyz": [[-2.375, -1.261, 2.334], [-2.487, -5.743, 0.728], [0.101, -0.204, -3.234], [0.790, 4.476, 1.731], [-0.651, -1.539, -3.195], [-0.177, -5.198, 3.815], [0.696, 4.709, 0.221], [-0.643, 0.272, -4.724], [1.074, 4.260, 3.442], [-0.188, 5.881, 2.085], [0.921, 1.335, -3.132], [-0.158, 3.031, 1.675], [1.633, -0.999, -3.520], [0.308, -6.011, 2.795], [0.163, -7.476, 2.789], [-0.031, 0.818, -5.912], [-2.059, 0.628, -4.624], [0.687, -8.317, 1.706], [0.105, 2.527, -2.913], [1.556, -6.165, 0.631], [1.408, -7.626, 0.628], [2.210, -1.148, -4.845], [-2.406, -2.966, -0.357], [1.886, 3.119, 3.857], [0.527, 5.000, 4.563], [2.322, 1.643, -3.341], [0.503, 1.878, 1.060], [-2.414, -3.787, 0.973], [-1.611, 5.799, 2.369], [-2.403, -3.243, 2.221], [1.771, -2.306, -2.863], [-0.020, 6.993, 1.140], [-1.607, -5.325, 4.013], [1.023, -5.320, 1.699], [-1.264, 2.633, 2.516], [-2.444, -4.005, 3.623], [2.420, -0.187, -5.313], [-0.261, 2.940, -3.860], [0.567, -9.428, 1.685], [-1.758, -5.493, 5.123], [2.615, 2.545, -2.797], [-0.772, 0.985, -6.700], [-2.198, 1.615, -4.169], [0.669, 0.123, -6.374], [-2.014, 6.789, 2.603], [2.660, 2.909, 3.117], [-0.379, 7.929, 1.576], [-2.769, -1.919, -0.234], [2.079, -5.666, -0.218], [1.249, 1.434, 1.730], [3.187, -1.637, -4.787], [0.430, 6.064, 4.358], [-0.442, 4.595, 4.867], [-1.390, -3.023, -0.845], [1.839, -8.247, -0.197], [1.190, 4.950, 5.432], [1.274, 2.219, 3.985], [-1.820, 5.209, 3.261], [2.534, 1.816, -4.401], [-2.060, -6.235, 3.522], [-1.006, 2.519, 3.576], [-1.670, 1.671, 2.195], [-0.574, 6.829, 0.209], [-2.600, -0.101, -4.015], [2.400, 3.297, 4.804], [1.030, 7.139, 0.886], [1.378, -2.279, -1.846], [1.012, 2.169, 0.137], [-2.180, 5.396, 1.521], [1.573, -1.747, -5.509], [-0.209, 1.097, 0.784], [1.247, -3.099, -3.409], [2.986, 0.870, -2.958], [0.655, 3.322, -2.406], [-0.388, -7.971, 3.620], [-3.107, -3.464, -1.085], [-3.134, -3.516, 4.467], [-2.549, 0.634, -5.600], [-2.116, 3.306, 2.427], [-0.755, 2.295, -2.282], [1.116, -4.204, 1.715], [0.470, 1.781, -5.756], [2.824, -2.595, -2.795]]}

---

Record 5
{"formula": "CH3N2OP", "method": "ωB97M-V/def2-TZVPD", "e_lumo_ev": -0.01, "e_above_lowest_ev": 3.697, "homo_lumo_gap_ev": 9.18, "smiles": "O=PN1CN1", "largest_force_ha_per_bohr": 0.0873, "total_charge": 0, "e_tot_ha": -565.8863, "species": ["P", "O", "N", "N", "C", "H", "H", "H"], "xyz": [[-3.215, -0.386, -0.107], [-3.560, 0.996, 0.096], [-0.260, -1.038, 0.206], [-1.597, -0.550, 0.323], [-0.085, 0.379, 0.158], [-0.211, 0.894, -0.925], [0.058, 0.825, 1.185], [-0.106, -1.506, -0.637]]}

---

Record 6
{"formula": "C4H13N4O", "method": "ωB97M-V/def2-TZVPD", "e_lumo_ev": -2.65, "e_above_lowest_ev": 0.997, "homo_lumo_gap_ev": 10.80, "largest_force_ha_per_bohr": 0.0397, "total_charge": 1, "e_tot_ha": -454.2911, "species": ["O", "N", "N", "N", "N", "C", "C", "C", "C", "H", "H", "H", "H", "H", "H", "H", "H", "H", "H", "H", "H", "H"], "xyz": [[0.233, 1.269, -0.710], [0.301, -1.318, 0.474], [-0.397, 2.878, 0.738], [0.561, -3.619, 0.492], [-0.332, -2.530, -1.362], [0.016, 3.477, -1.570], [0.256, -2.494, -0.169], [0.022, 2.453, -0.477], [-0.082, -1.039, 1.836], [-0.949, -0.417, 1.877], [-0.871, 2.236, 1.351], [0.751, -0.621, 2.386], [-0.538, 3.142, -2.443], [0.989, 3.785, -1.958], [-0.235, -3.357, -1.935], [1.023, -4.396, 0.046], [0.455, -0.541, -0.166], [-0.455, 4.422, -1.301], [-0.628, 3.839, 0.908], [-0.498, -1.664, -1.852], [0.759, -3.556, 1.475], [-0.380, -1.947, 2.363]]}

---

Record 7
{"formula": "C11H44N6O11", "method": "ωB97M-V/def2-TZVPD", "e_lumo_ev": 0.28, "e_above_lowest_ev": 1.878, "homo_lumo_gap_ev": 9.72, "smiles": "NC(N)=O.NC(N)=O.NC(N)=O.CO.CO.CO.CO.CO.CO.CO.CO", "largest_force_ha_per_bohr": 0.0651, "total_charge": 0, "e_tot_ha": -1601.6369, "species": ["O", "O", "O", "O", "O", "O", "O", "O", "O", "O", "O", "N", "N", "N", "N", "N", "N", "C", "C", "C", "C", "C", "C", "C", "C", "C", "C", "C", "H", "H", "H", "H", "H", "H", "H", "H", "H", "H", "H", "H", "H", "H", "H", "H", "H", "H", "H", "H", "H", "H", "H", "H", "H", "H", "H", "H", "H", "H", "H", "H", "H", "H", "H", "H", "H", "H", "H", "H", "H", "H", "H", "H"], "xyz": [[-0.457, 4.540, 0.826], [-3.281, -2.671, -1.410], [1.467, -3.563, -4.437], [1.675, 2.704, 2.959], [1.473, -0.785, 2.515], [-1.786, 3.262, 3.179], [1.735, 1.611, -2.223], [4.011, -0.164, -2.232], [1.339, -3.678, 3.142], [-4.641, 2.113, -3.314], [-0.114, -1.206, -0.192], [-3.346, 1.440, -1.503], [0.392, 4.366, -1.253], [0.415, 2.558, 0.224], [-4.281, -0.111, -2.868], [0.191, 1.642, 4.506], [2.528, 2.132, 4.973], [1.741, -4.087, 1.823], [2.891, -0.446, 2.378], [-1.298, -0.774, 0.486], [0.870, -2.334, -4.085], [-3.136, 2.862, 2.952], [1.407, 2.214, 4.048], [-3.258, -4.052, -1.769], [0.651, 0.954, -2.842], [3.265, -1.250, -1.651], [0.136, 3.854, -0.006], [-4.094, 1.209, -2.621], [3.208, 0.463, 1.893], [0.609, -1.426, 0.420], [0.146, 1.445, 5.485], [1.454, -2.716, 3.185], [-1.354, -1.286, 1.468], [2.826, -4.018, 1.783], [0.281, 2.497, 1.266], [-3.483, 2.629, 3.932], [1.342, -3.442, 1.019], [-3.838, -2.630, -0.644], [-1.318, 3.719, 2.424], [0.990, 1.952, -0.312], [-2.161, -1.066, -0.123], [-0.709, 2.012, 4.135], [1.583, -1.518, -4.024], [-2.892, -4.663, -0.950], [-1.291, 0.330, 0.632], [0.974, -0.002, 2.816], [-4.237, -4.414, -1.972], [-3.788, -0.865, -2.373], [0.062, -1.882, -4.746], [1.388, -5.178, 1.793], [0.569, -0.095, -2.567], [2.465, 1.002, -2.162], [0.428, -2.400, -3.065], [2.564, 1.321, 5.516], [3.816, -1.603, -0.766], [-3.732, 3.689, 2.576], [-2.678, -4.040, -2.631], [0.619, 1.061, -3.922], [0.920, 3.645, -1.800], [4.528, -0.506, -2.952], [-4.942, -0.371, -3.573], [-3.176, 1.950, 2.351], [-2.978, 2.413, -1.455], [-0.264, 1.389, -2.454], [3.450, 2.397, 4.610], [0.700, 5.329, -1.180], [1.760, -3.515, -5.323], [3.127, -2.060, -2.359], [3.304, -1.302, 1.841], [-2.516, 0.858, -1.399], [3.500, -0.547, 3.301], [2.250, -0.900, -1.296]]}

---

Record 8
{"formula": "C2H4N4O2", "method": "ωB97M-V/def2-TZVPD", "e_lumo_ev": [-1.81, -1.10], "e_above_lowest_ev": 6.261, "homo_lumo_gap_ev": [9.14, 7.69], "largest_force_ha_per_bohr": 0.0706, "total_charge": 0, "e_tot_ha": -447.8723, "species": ["O", "O", "N", "N", "N", "N", "C", "C", "H", "H", "H", "H"], "xyz": [[1.967, 1.709, 0.047], [2.787, 0.119, 1.117], [0.638, -2.899, -0.258], [-0.651, -0.159, 1.460], [0.831, 0.221, -1.656], [2.108, 0.472, 0.168], [1.307, -0.433, -0.594], [0.968, -1.800, -0.359], [-0.987, -1.098, 1.620], [1.097, 1.251, -1.667], [-0.160, 0.244, 2.194], [0.585, -0.271, -2.534]]}

---

Record 9
{"formula": "C7H19NO2", "method": "ωB97M-V/def2-TZVPD", "e_lumo_ev": 0.69, "e_above_lowest_ev": 1.135, "homo_lumo_gap_ev": 9.27, "smiles": "C=CCCNCCC.O.O", "largest_force_ha_per_bohr": 0.0326, "total_charge": 0, "e_tot_ha": -483.2850, "species": ["O", "O", "N", "C", "C", "C", "C", "C", "C", "C", "H", "H", "H", "H", "H", "H", "H", "H", "H", "H", "H", "H", "H", "H", "H", "H", "H", "H", "H"], "xyz": [[-0.660, 1.705, -3.428], [-0.743, -1.379, 3.236], [1.372, 0.768, 0.429], [-1.748, 1.050, -0.015], [0.503, -2.206, 0.589], [0.697, 1.863, -0.235], [0.876, -1.424, -0.644], [-0.527, -3.038, 0.596], [1.909, -0.311, -0.376], [-0.688, 2.105, 0.334], [-1.059, 3.083, 0.049], [-1.291, -3.087, -0.174], [-0.774, -3.705, 1.407], [1.232, 2.817, -0.213], [-1.647, 0.857, -1.074], [0.858, 0.436, 1.230], [2.669, -0.793, 0.244], [-0.654, 2.270, 1.422], [0.589, 1.619, -1.282], [-2.758, 1.444, 0.156], [0.177, 2.127, -3.219], [0.004, -1.005, -1.152], [-0.285, -0.696, 3.750], [-1.765, 0.227, 0.697], [1.288, -2.136, -1.360], [1.158, -2.151, 1.453], [-0.597, -1.195, 2.296], [2.380, 0.001, -1.302], [-0.516, 0.753, -3.415]]}

---

Record 10
{"formula": "C6H6O3Tb", "method": "ωB97M-V/def2-TZVPD", "e_lumo_ev": [-9.39, -10.05], "homo_lumo_gap_ev": [6.55, 5.40], "s_squared": 15.934, "multiplicity": 8, "largest_force_ha_per_bohr": 0.0797, "total_charge": 2, "e_tot_ha": -1281.5168, "species": ["Tb", "O", "O", "O", "C", "C", "C", "C", "C", "C", "H", "H", "H", "H", "H", "H"], "xyz": [[-3.431, 0.869, 1.451], [3.169, -0.652, -2.226], [-1.459, 0.683, 0.318], [1.587, -2.134, -2.843], [2.016, -1.120, -2.264], [-0.237, 0.938, 0.225], [0.465, 0.726, -1.011], [-0.209, 1.385, 2.731], [0.990, -0.401, -1.450], [0.567, 1.308, 1.431], [-0.631, 0.406, 3.008], [1.047, 2.272, 1.193], [0.456, 1.677, 3.552], [1.397, 0.588, 1.503], [-0.995, 2.158, 2.694], [0.225, 1.139, -2.085]]}

---

Record 11
{"formula": "C13H14N4O6SSn", "method": "ωB97M-V/def2-TZVPD", "e_lumo_ev": -10.50, "homo_lumo_gap_ev": 4.77, "largest_force_ha_per_bohr": 0.0680, "total_charge": 2, "e_tot_ha": -1786.1928, "species": ["Sn", "S", "O", "O", "O", "O", "O", "O", "N", "N", "N", "N", "C", "C", "C", "C", "C", "C", "C", "C", "C", "C", "C", "C", "C", "H", "H", "H", "H", "H", "H", "H", "H", "H", "H", "H", "H", "H", "H"], "xyz": [[0.693, -0.576, 0.033], [2.260, 0.838, -1.544], [-2.521, 1.458, -1.761], [0.103, -1.244, 2.355], [-4.761, -2.177, -3.272], [-0.681, 0.936, -0.639], [1.402, 0.502, 2.021], [-4.408, 0.020, -3.056], [-1.574, -2.867, -0.846], [4.303, -0.862, -1.828], [-1.144, -1.616, -0.688], [4.797, 1.410, -1.929], [0.737, -0.252, 2.766], [5.589, -1.151, -2.102], [-2.686, -2.907, -1.589], [0.700, 0.055, 4.258], [6.520, -0.122, -2.297], [6.107, 1.192, -2.204], [-1.990, -0.810, -1.334], [-1.754, 0.664, -1.265], [3.926, 0.383, -1.758], [-4.170, -1.225, -2.832], [5.938, -2.582, -2.200], [6.974, 2.376, -2.384], [-2.996, -1.594, -1.934], [0.208, 1.019, 4.390], [-3.812, 0.695, -2.613], [0.159, -0.728, 4.779], [7.972, 2.100, -2.711], [7.550, -0.352, -2.521], [4.449, 2.363, -1.867], [6.960, -2.738, -2.532], [5.244, -3.076, -2.881], [6.540, 3.062, -3.113], [-1.098, -3.633, -0.391], [1.728, 0.129, 4.610], [-3.205, -3.815, -1.845], [5.797, -3.063, -1.230], [7.059, 2.929, -1.444]]}